The following is a quantum chemistry calculation of a 2-piece molecular cluster, C2H7N5 overall, from the OMol25 dataset.

## Properties
- Energy above the lowest of the compared OMol25 structures with the same formula, charge and spin: 5.4861 eV
- Net charge: 0
- Energy: -353.98978 hartree
- Multiplicity: 1
- Frontier orbital gap (spin up / spin down): 7.9 / 7.9 eV
- Lowest unoccupied orbital energy (spin up / spin down): 1.086 / 1.086 eV

Each line ends with the natural charge from an NBO analysis.
Element x y z (Å)
C 3.709 -0.433 -0.634  0.08
C -1.841 0.721 -0.659  -0.43
N 2.870 0.245 -0.295  -0.32
N -0.852 0.455 0.155  0.06
N -0.405 -0.707 0.634  -0.23
N -0.096 1.482 0.642  -0.63
N -1.223 -1.822 0.334  -0.68
H 4.667 -0.744 -1.028  0.23
H -2.469 -0.080 -1.174  0.22
H -2.213 1.842 -0.651  0.21
H 0.309 2.170 0.054  0.38
H 0.741 1.088 1.185  0.40
H -2.183 -1.690 0.340  0.34
H -1.015 -2.528 1.098  0.36